(1)
Computed, not measured: a 2-piece molecular cluster, C4H8N2O overall, with ωB97M-V with the def2-TZVPD basis set.

Molar mass in g/mol: 100.12
Relative energy (zero: lowest compared OMol25 entry of this formula, charge and spin) in eV: 7.457
Highest occupied orbital energy (spin up / spin down) in eV: -7.2 / -6.9
DFT total energy in eV: -9298.9363
HOMO-LUMO gap (spin up / spin down) in eV: 7.26 / 6.92
Net charge: 0

XYZ file:
```
15
C4H8N2O ωB97M-V with the def2-TZVPD basis set
C -0.451 1.054 -0.437
C -0.208 -1.195 0.612
N -1.405 1.468 0.409
C 0.910 -0.339 0.366
C -1.268 -1.754 0.084
O 3.001 0.132 -0.258
N 1.784 -0.580 -0.590
H 3.593 -0.157 -0.960
H -1.156 2.084 1.167
H -2.171 0.838 0.602
H 1.225 0.309 1.191
H -0.753 0.457 -1.284
H 0.377 1.730 -0.594
H -1.805 -2.547 0.599
H -1.671 -1.501 -0.907
```

---

(2)
Computed, not measured: one molecule with the formula C2FNO2S, with ωB97M-V with the def2-TZVPD basis set.

Molar mass in g/mol: 121.09
Relative energy (zero: lowest compared OMol25 entry of this formula, charge and spin) in eV: 0.475
Highest occupied orbital energy in eV: -9.8
DFT total energy in eV: -21208.9402
Structure (SMILES): Fc1noc(=S)o1
HOMO-LUMO gap in eV: 9.74
Net charge: 0

XYZ file:
```
7
C2FNO2S ωB97M-V with the def2-TZVPD basis set
F 2.443 -0.096 0.127
C 1.131 -0.031 0.167
N 0.481 -0.639 1.114
O -0.855 -0.590 0.727
C -1.002 0.265 -0.349
S -2.474 0.493 -1.063
O 0.276 0.598 -0.722
```

---

(3)
Computed, not measured: N3O9Pb as an isolated structure, with ωB97M-V with the def2-TZVPD basis set.

Molar mass in g/mol: 393.21
Relative energy (zero: lowest compared OMol25 entry of this formula, charge and spin) in eV: 0.000
Highest occupied orbital energy in eV: -6.5
DFT total energy in eV: -28137.4341
HOMO-LUMO gap in eV: 7.84
Net charge: -1

XYZ file:
```
13
N3O9Pb ωB97M-V with the def2-TZVPD basis set
Pb 10.899 -5.975 -18.450
N 10.390 -2.789 -18.632
O 9.814 -3.924 -18.891
O 9.754 -1.772 -18.799
O 11.564 -2.830 -18.250
N 9.899 -9.489 -18.316
O 10.053 -10.240 -19.271
O 10.185 -8.230 -18.505
O 9.504 -9.842 -17.222
N 9.804 -5.510 -14.990
O 9.660 -6.465 -14.258
O 9.411 -4.382 -14.732
O 10.464 -5.678 -16.096
```

---

(4)
Computed, not measured: C2H4CsNaO3 as an isolated structure, with ωB97M-V with the def2-TZVPD basis set.

Molar mass in g/mol: 231.95
Highest occupied orbital energy (spin up / spin down) in eV: -16.5 / -16.5
DFT total energy in eV: -13226.6948
HOMO-LUMO gap (spin up / spin down) in eV: 8.80 / 8.80
Net charge: +2

XYZ file:
```
11
C2H4CsNaO3 ωB97M-V with the def2-TZVPD basis set
H -0.514 -1.601 -1.020
O -0.234 1.230 0.111
C -0.784 0.345 0.824
C 0.314 -1.907 -0.373
O 1.455 -1.445 -0.693
O 1.418 -0.191 -1.257
Cs -2.230 5.108 -0.634
Na 2.323 1.146 0.357
H -1.876 0.211 0.759
H -0.218 -0.108 1.654
H 0.345 -2.787 0.273
```

---

(5)
Computed, not measured: an isolated ion of composition C5H12N2 and charge +2, with ωB97M-V with the def2-TZVPD basis set.

Molar mass in g/mol: 100.16
Relative energy (zero: lowest compared OMol25 entry of this formula, charge and spin) in eV: 1.136
Highest occupied orbital energy in eV: -18.7
DFT total energy in eV: -8341.0825
Structure (SMILES): C=[NH+]C(=C)CC[NH3+]
HOMO-LUMO gap in eV: 10.45
Net charge: +2

XYZ file:
```
19
C5H12N2 ωB97M-V with the def2-TZVPD basis set
C 2.426 0.406 -1.828
N 1.519 0.905 -1.081
C 0.963 0.270 0.137
C 1.758 0.096 1.169
C -0.537 0.288 0.013
C -1.330 -0.911 0.598
N -2.798 -0.635 0.428
H 2.948 -0.490 -1.536
H 2.773 0.961 -2.708
H 1.266 1.869 -1.298
H 1.651 -0.105 2.232
H 2.831 0.314 1.091
H -0.918 0.345 -1.013
H -0.927 1.141 0.602
H -1.111 -1.108 1.651
H -0.979 -1.926 0.351
H -3.063 0.135 1.064
H -3.471 -1.389 0.587
H -3.001 -0.166 -0.460
```

---

(6)
Computed, not measured: C6H24N14NiO12 as an isolated structure, with ωB97M-V with the def2-TZVPD basis set.

Molar mass in g/mol: 543.04
Highest occupied orbital energy (spin up / spin down) in eV: -9.5 / -9.5
DFT total energy in eV: -93078.7874
<S²>: 2.0052
HOMO-LUMO gap (spin up / spin down) in eV: 6.22 / 5.04
Net charge: 0
Spin multiplicity: 3

XYZ file:
```
57
C6H24N14NiO12 ωB97M-V with the def2-TZVPD basis set
Ni 0.846 -0.747 3.067
N -1.672 0.406 4.812
O -0.922 -0.183 4.061
O -2.875 0.099 4.694
O -1.239 1.283 5.555
N -0.375 -0.748 0.151
O -1.103 -0.161 -0.623
O 0.155 -1.821 -0.260
O -0.049 -0.388 1.247
C -0.961 -1.893 -3.977
O -0.799 -1.584 -5.132
N -1.888 -1.308 -3.262
N -0.085 -2.547 -3.291
H -1.781 -1.306 -2.258
H -2.584 -0.747 -3.732
H -0.158 -2.439 -2.289
H 0.804 -2.843 -3.669
C -0.040 3.229 0.392
O 0.692 4.144 0.829
N -0.383 2.943 -0.829
N -0.713 2.449 1.136
H -0.997 2.172 -1.051
H 0.057 3.445 -1.587
H -0.619 2.532 2.138
H -1.357 1.756 0.781
C -4.053 0.107 1.458
O -4.589 -0.177 2.527
N -3.973 1.326 1.083
N -3.690 -0.831 0.576
H -4.274 2.089 1.672
H -3.506 1.629 0.241
H -3.371 -0.621 -0.359
H -3.445 -1.730 0.965
C 2.622 -4.262 -0.451
O 3.531 -4.876 0.033
N 2.727 -3.292 -1.360
N 1.312 -4.576 -0.277
H 1.925 -2.889 -1.823
H 3.654 -3.103 -1.713
H 1.189 -5.284 0.433
H 0.615 -3.881 -0.502
C 2.176 0.542 -3.683
O 1.919 1.660 -3.889
N 1.861 -0.036 -2.543
N 2.957 -0.123 -4.518
H 1.858 -1.045 -2.591
H 1.231 0.449 -1.921
H 3.465 -0.885 -4.092
H 3.351 0.368 -5.308
C 1.520 2.483 3.527
O 1.477 1.336 3.114
N 0.784 3.041 4.352
N 2.395 3.332 3.111
H 0.826 3.956 4.778
H 0.125 2.291 4.508
H 3.054 2.935 2.457
H 2.373 4.326 3.292
```